24
Properties=species:S:1:pos:R:3:forces:R:3 method="wB97M-V/def2-TZVPD" spin_multiplicity=1 smiles="CO/C([O-])=C(/Cl)NCC(=[NH2+])[NH+]=C=[NH2+]" charge=+2 total_energy_ha=-1064.228056 homo_ev=-17.55 molar_mass_g_mol=206.6
C -3.828797 -0.120644 -0.998995 -2.041 1.932 0.544
O -2.495192 -0.555158 -0.570482 -1.825 -0.791 -2.125
C -1.980346 0.087608 0.403655 1.184 -0.239 1.165
O -2.340962 1.014911 1.061132 -0.564 0.508 0.048
C -0.639978 -0.569895 0.694287 0.510 2.814 1.137
Cl -0.500003 -1.071629 2.358880 0.089 -0.167 -0.564
N 0.000077 -1.149487 -0.315486 0.734 -1.263 3.698
C 1.351164 -1.563330 0.018894 0.109 2.096 -4.148
C 2.210815 -0.297034 0.015206 -2.848 -0.882 0.408
N 3.377663 -0.480928 -0.437811 1.116 -0.737 -1.006
N 1.743328 0.878417 0.517115 -0.675 -0.119 -0.084
C 0.407466 1.230898 0.852113 0.798 -6.288 -1.493
N 0.105565 2.308871 1.367942 2.412 2.719 1.296
H -3.932618 0.254222 -2.045606 1.021 -0.735 0.654
H -4.004114 0.782390 -0.351541 -0.372 -0.985 -0.723
H -4.658815 -0.861774 -0.830133 1.478 0.302 0.104
H -0.513767 -1.029760 -1.122997 -0.340 -0.359 -2.877
H 1.803176 -2.258223 -0.727845 -0.652 0.167 0.924
H 1.395757 -1.837058 1.007788 -0.025 -1.595 2.210
H 3.653778 -1.260381 -1.029048 -0.436 -0.373 0.457
H 4.116743 0.131406 -0.335835 1.767 2.091 0.252
H 2.367671 1.627794 0.401002 1.282 1.426 -0.013
H -0.862535 2.378696 1.626072 -0.823 0.710 0.346
H 0.902420 2.947756 1.671458 -1.899 -0.233 -0.211

=====

20
Properties=species:S:1:pos:R:3:forces:R:3 method="wB97M-V/def2-TZVPD" spin_multiplicity=2 charge=-1 total_energy_ha=-2025.960385 homo_ev="-2.55 / -3.23" molar_mass_g_mol=178.7
O -0.481748 1.122104 3.307093 -0.415 -0.036 0.196
C 0.037476 0.343242 2.537741 0.769 0.248 -1.039
C 0.317488 0.605508 1.081808 0.883 -0.254 1.890
C 1.780983 0.376691 0.777125 -1.092 -0.474 -1.587
C 2.614139 1.292915 0.283933 0.258 0.121 0.485
H 0.428757 -0.627670 2.922231 -0.178 -0.017 -0.086
H 0.101216 1.672616 0.916807 -0.415 -0.265 -0.284
H -0.100459 -0.581291 0.394544 -0.633 0.396 -1.705
H 1.985111 -0.677167 0.548193 0.441 0.184 0.559
H 2.380627 2.358927 0.344194 0.051 -0.259 -0.112
H 3.579915 1.008182 -0.137632 -0.236 0.106 0.132
C -0.502409 -1.594369 -0.985090 0.614 0.013 1.241
C -1.442399 -0.832486 -1.880932 0.633 -0.324 0.275
O -1.954917 0.338676 -1.190821 2.557 1.111 3.242
Cu -3.864932 0.957526 -1.691871 0.290 -0.013 0.143
H 0.413740 -1.909809 -1.510663 -0.241 0.072 0.199
H -1.121140 0.580053 -0.232018 -3.067 -1.306 -3.681
H -0.966717 -2.470442 -0.505905 0.054 0.134 -0.245
H -2.303373 -1.463140 -2.186918 0.116 0.594 0.057
H -0.901356 -0.500064 -2.791817 -0.387 -0.031 0.321

=====

18
Properties=species:S:1:pos:R:3:forces:R:3 method="wB97M-V/def2-TZVPD" spin_multiplicity=1 smiles=CC(C)C1(F)CC1 total_energy_ha=-335.047217 homo_ev=-10.29 molar_mass_g_mol=102.2
C -1.676796 0.717085 0.352699 -0.430 0.368 0.186
C -0.154757 0.598046 0.318138 -0.144 0.217 0.318
C 0.517324 0.837011 1.683573 0.439 -0.926 -0.584
C 0.179293 -0.754613 -0.258014 0.623 0.368 -0.217
F -0.221932 -1.808481 0.546280 -0.073 0.190 -0.274
C 0.096980 -0.925327 -1.736375 0.608 -0.368 0.753
C 1.447558 -0.955693 -1.012037 0.541 1.530 -0.521
H -2.069996 0.590600 -0.669715 -0.001 -0.036 0.409
H -2.000519 1.718462 0.707426 0.173 -0.593 -0.087
H -2.116169 -0.062572 1.010707 0.214 0.496 -0.393
H 0.244652 1.358173 -0.381383 -0.164 -0.389 0.153
H 0.231113 1.811110 2.089163 0.415 -0.090 -0.061
H 1.616192 0.674981 1.540005 -0.751 0.665 0.327
H 0.218750 0.057650 2.390088 -0.182 0.127 0.006
H -0.100306 -0.069553 -2.334723 -0.320 0.566 -0.306
H -0.275415 -1.847773 -2.115629 -0.159 -0.565 -0.176
H 1.959674 -1.899968 -0.966195 0.047 -0.152 0.143
H 2.104354 -0.039139 -1.164005 -0.837 -1.409 0.322

=====

24
Properties=species:S:1:pos:R:3:forces:R:3 method="wB97M-V/def2-TZVPD" spin_multiplicity=1 charge=+1 total_energy_ha=-1137.820004 homo_ev=-13.98 molar_mass_g_mol=218.2
C 2.233961 -0.555807 1.090719 -2.554 1.018 -3.126
C -2.185441 -1.267011 0.817413 2.673 0.346 0.241
C -1.638454 -1.306551 -1.621270 -1.198 -1.052 0.029
C -0.943957 2.181591 -0.794887 -0.012 -0.638 1.541
C 1.247518 0.086913 -0.683505 -0.772 -0.645 1.973
C 3.191241 0.515736 1.596802 0.534 -0.103 -1.573
N -1.463357 -0.681188 -0.318538 1.611 1.595 -0.880
O 2.038705 -1.612641 1.479404 -0.063 -0.729 0.379
O -0.295305 0.751336 1.363946 0.070 0.082 1.365
F 4.342763 0.026353 1.119504 0.595 0.182 0.608
F 3.071335 1.744362 1.080124 -0.603 -0.724 0.722
F 3.097210 0.470104 2.888071 0.496 0.728 0.781
S -0.397076 0.556067 -0.042443 -0.239 -0.172 -0.194
H -1.400295 -1.431408 1.580946 -0.881 -1.080 -0.235
H -2.833017 -0.596915 1.257579 -1.740 1.505 0.706
H -2.709965 -2.045499 0.318976 -0.276 -1.105 0.709
H -2.326265 -0.733879 -2.238267 0.290 0.179 -0.383
H -0.718329 -1.585195 -2.121408 0.155 0.274 -0.141
H -2.187854 -2.273597 -1.441572 0.750 0.908 -0.203
H -0.918245 3.100193 -0.160404 0.001 -1.329 0.332
H -1.908289 2.048418 -1.224038 -0.648 -0.164 -0.519
H -0.173895 2.288541 -1.473608 1.200 0.539 -2.100
H 1.053166 -0.618745 -1.492190 0.582 -0.209 0.256
H 1.823846 0.938823 -0.981353 0.028 0.592 -0.288

=====

20
Properties=species:S:1:pos:R:3:forces:R:3 method="wB97M-V/def2-TZVPD" spin_multiplicity=1 total_energy_ha=-444.470148 homo_ev=-7.50 molar_mass_g_mol=130.2
C 1.862230 -1.688533 0.723794 -4.387 0.718 -1.062
C -0.297513 1.630180 -1.160084 0.513 -1.771 -0.575
C -1.279393 1.827144 -0.069964 -0.500 -3.545 -0.430
C -0.299839 0.071513 -1.221444 0.071 -1.276 -2.767
C -0.755997 0.825036 0.948068 -0.403 -0.064 0.614
C -0.213204 -1.603158 0.563306 3.858 0.519 1.299
N 2.542882 -2.428976 0.003574 0.531 -1.179 0.265
N -0.627524 -0.370679 0.110886 0.326 0.933 -0.226
F -0.599028 -1.772013 1.847630 -0.156 0.217 1.039
H 2.122630 -0.852399 1.352656 0.596 0.056 0.783
H -0.581663 2.068510 -2.120566 0.509 0.076 0.178
H 0.701183 1.875390 -0.764692 -0.242 0.590 -0.622
H -1.440268 2.769161 0.197697 -0.022 4.093 1.714
H -2.290569 1.490126 -0.334040 0.195 -0.232 -0.373
H -1.163454 -0.281215 -1.894830 1.344 0.469 0.457
H 0.687205 -0.392056 -1.645345 -1.604 0.822 0.846
H 0.154356 1.200691 1.468034 -0.270 -0.421 -0.330
H -1.520728 0.590920 1.653895 -0.276 0.090 0.988
H -0.542401 -2.491946 0.092469 0.028 -0.579 -1.497
H 3.541097 -2.467696 0.248958 -0.113 0.484 -0.301

=====

19
Properties=species:S:1:pos:R:3:forces:R:3 method="wB97M-V/def2-TZVPD" spin_multiplicity=1 smiles=C[C@@H]1CC[C@@H](CF)O1 total_energy_ha=-410.305421 homo_ev=-9.65 molar_mass_g_mol=118.2
C 2.319274 -0.463146 -0.152722 0.202 -0.218 -1.053
C 0.929594 -0.244028 -0.775965 1.039 0.369 0.173
C 0.366187 1.146011 -0.466520 -0.911 -0.148 -1.266
C -0.433973 0.898838 0.803060 -0.395 -0.306 -0.262
C -0.938700 -0.556850 0.626773 1.105 0.394 -0.220
C -2.293915 -0.648188 0.004520 -1.434 -0.632 2.530
F -2.436210 0.196057 -1.046930 -0.060 0.416 -0.783
O 0.015490 -1.177583 -0.248302 -0.452 -0.326 0.323
H 2.348850 -0.148256 0.861957 -0.197 -0.177 1.188
H 3.103895 0.143734 -0.607079 -0.200 0.166 -0.473
H 2.650415 -1.503474 -0.290719 -0.296 0.252 0.363
H 1.028439 -0.425107 -1.839062 -0.210 -0.019 -0.351
H -0.313418 1.502006 -1.298375 0.682 -0.490 0.926
H 1.174590 1.848167 -0.402520 0.318 0.512 0.338
H 0.169251 0.896402 1.685752 0.687 0.171 0.492
H -1.218310 1.629444 0.980474 -0.224 -0.059 -0.164
H -0.881525 -1.059453 1.610682 -0.445 -0.053 -0.514
H -3.024876 -0.358812 0.824428 0.492 -0.069 -0.957
H -2.565052 -1.675771 -0.269451 0.299 0.217 -0.288

=====

19
Properties=species:S:1:pos:R:3:forces:R:3 method="wB97M-V/def2-TZVPD" spin_multiplicity=1 total_energy_ha=-410.155986 homo_ev=-9.29 molar_mass_g_mol=118.2
C -2.133142 -0.763814 -0.321309 -2.621 -1.473 -0.098
C -1.144588 0.216763 0.215028 -0.443 3.559 -1.647
C 0.031619 -0.355871 0.989168 0.862 -1.511 3.053
C 1.146334 -0.935964 0.111499 2.819 -0.647 -0.014
C 2.044177 0.070435 -0.654656 -3.411 2.345 -0.313
C -1.408057 1.528089 -0.205114 4.493 -2.860 3.753
H -3.288740 -0.130343 -0.345881 3.473 -2.421 -0.290
H -2.199386 -1.642530 0.641105 -0.156 2.151 -3.557
H -1.804033 -1.206039 -1.549712 -1.219 1.025 4.176
H 0.530814 0.207704 1.890711 -1.187 -0.112 -2.162
H -0.352624 -1.280932 1.617943 0.316 1.662 -1.404
H 0.846399 -1.764294 -0.509489 -0.934 0.232 -1.004
H 1.987198 -1.516492 0.538082 -0.889 0.247 1.804
H 3.043602 -0.264722 -0.915397 -0.498 -0.564 -0.632
H 1.299272 0.390624 -1.486215 2.036 -0.101 0.419
H 1.735424 1.800114 0.383535 -3.316 1.984 0.575
H -2.208481 1.870400 -0.763172 -1.343 0.706 -0.923
O 2.385981 1.223496 0.145110 3.423 -2.922 -0.922
F -0.511764 2.553372 0.218766 -1.403 -1.301 -0.812

=====

22
Properties=species:S:1:pos:R:3:forces:R:3 method="wB97M-V/def2-TZVPD" spin_multiplicity=1 charge=+1 total_energy_ha=-1015.023062 homo_ev=-13.40 molar_mass_g_mol=381.0
C 1.124201 0.823316 1.757507 0.893 1.003 -1.349
C 1.339992 1.223910 0.249056 -2.096 -1.190 1.125
C 0.579089 -1.498062 0.993027 0.430 3.005 -0.480
C -0.004171 1.310101 -0.522938 1.690 -0.551 -1.432
C -0.862077 -1.538070 0.461049 0.436 1.797 -0.828
C -1.370451 0.129425 -2.099118 -1.504 1.762 -0.394
N 0.760779 -0.449149 1.986217 -1.586 -3.213 3.548
N -0.406535 -0.033549 -1.045793 1.207 -0.939 1.879
O 1.301168 1.599984 2.656637 -0.214 0.396 0.086
I -2.368114 -0.704965 1.693079 0.543 -0.387 -0.689
I -1.335981 -3.100733 -0.767673 -0.093 -0.297 -0.027
H 1.775001 2.182386 0.279968 0.811 0.963 -0.100
H 1.940828 0.469332 -0.265993 0.450 0.581 0.014
H 0.861004 -2.479760 1.266995 0.368 -0.923 0.843
H 1.357603 -1.123299 0.258766 -1.214 -1.419 0.104
H -0.820719 1.844515 -0.066991 -0.360 -0.232 0.642
H 0.178020 1.855861 -1.472414 0.163 0.103 0.572
H -1.879391 1.149278 -2.021586 0.321 -1.473 0.673
H -1.000013 0.278547 -3.101271 0.809 -0.792 -0.351
H -2.112992 -0.653000 -2.058177 -0.241 -0.208 -0.247
H 0.463343 -0.676622 3.032609 1.081 0.820 -2.990
H 0.479414 -0.609446 -1.212954 -1.893 1.196 -0.597

=====

23
Properties=species:S:1:pos:R:3:forces:R:3 method="wB97M-V/def2-TZVPD" spin_multiplicity=1 total_energy_ha=-1720.546743 homo_ev="-9.07 / -8.41" molar_mass_g_mol=432.0
C -1.431954 -0.150149 -2.317061 -0.139 0.005 -0.171
C -1.247368 0.848403 -1.474836 -0.302 0.011 0.060
C 1.965361 0.245098 1.600524 -0.193 -0.041 -0.294
C -1.541546 0.785901 -0.011391 0.235 0.196 0.171
C 0.836708 0.101090 0.586367 -0.267 0.264 1.292
C -0.317569 1.095639 0.867511 0.100 -0.169 -0.775
O -0.661010 1.106202 2.225300 -0.106 -0.038 0.527
O 1.309651 0.218962 -0.743623 0.554 0.339 -0.873
P 0.098852 -3.536108 -1.590312 0.126 0.042 0.014
S 1.851021 1.645708 -1.306385 0.088 -0.330 0.222
I -1.198113 -3.492463 0.452406 0.030 -0.052 -0.002
I 2.359719 -3.121493 -0.866997 -0.145 -0.088 -0.006
H -1.206583 -0.062775 -3.366284 0.066 0.069 -0.190
H -1.827191 -1.098720 -1.989646 -0.081 -0.172 0.136
H -0.853613 1.794053 -1.828776 0.004 0.063 -0.130
H 1.586637 0.043145 2.598536 0.029 0.004 0.043
H 2.363135 1.257774 1.575503 0.051 0.077 0.021
H 2.758859 -0.460098 1.365242 0.091 -0.049 0.001
H -2.314357 1.518734 0.234936 -0.015 -0.005 0.069
H -1.921249 -0.206078 0.253039 -0.025 -0.032 -0.005
H 0.441044 -0.921369 0.630029 0.007 0.095 -0.056
H 0.058484 2.105295 0.655242 -0.083 -0.172 -0.009
H -1.108917 0.283246 2.450677 -0.028 -0.019 -0.044

=====

19
Properties=species:S:1:pos:R:3:forces:R:3 method="wB97M-V/def2-TZVPD" spin_multiplicity=1 smiles="C/C(=C/[NH3+])C/C=C/I" charge=+1 total_energy_ha=-587.336375 homo_ev=-12.81 molar_mass_g_mol=224.1
C 1.964907 0.683190 -0.109750 2.067 0.951 0.199
C 0.648347 0.092808 0.057548 -2.086 -0.122 0.779
C 0.377139 -1.206335 -0.022443 1.738 0.913 0.006
N -0.917071 -1.712261 0.405643 1.513 -0.934 1.835
C -0.424743 1.239528 0.299933 0.858 -1.088 1.046
C -1.908042 0.883816 0.116425 1.542 1.646 1.800
C -2.660013 0.702935 -0.920250 -1.746 -1.068 -1.670
I -4.710321 0.150569 -0.657954 0.779 0.323 -0.216
H 2.948569 0.145007 0.186633 -1.986 0.438 -0.989
H 1.940688 1.577094 0.522453 0.330 -0.034 0.107
H 1.930072 1.137301 -1.114870 0.807 -0.391 0.083
H 1.172922 -1.942683 -0.218120 -0.735 0.227 0.155
H -1.043223 -2.570832 -0.154985 -0.834 0.254 0.908
H -1.611246 -0.960961 0.247951 -0.467 -0.356 -0.140
H -0.763632 -1.856637 1.480766 -1.097 -0.370 -2.449
H -0.004990 1.981484 -0.373761 -0.713 0.481 -0.155
H -0.274187 1.656113 1.374888 -0.208 -0.760 -1.826
H -2.493276 0.979079 1.003721 -0.007 -0.216 1.011
H -2.360793 0.652500 -1.945316 0.246 0.108 -0.486

=====

22
Properties=species:S:1:pos:R:3:forces:R:3 method="wB97M-V/def2-TZVPD" spin_multiplicity=1 charge=+2 total_energy_ha=-725.450924 homo_ev=-16.94 molar_mass_g_mol=262.0
In 1.777500 -2.195862 -2.789443 -0.544 0.435 0.368
C 3.667203 -3.497483 0.860607 0.102 -1.889 1.010
C 2.709972 -2.285958 1.120910 -0.615 2.734 -3.946
O 1.744053 -2.015846 0.131815 2.753 -1.398 2.507
H 3.241695 -4.497355 0.946051 -0.486 0.124 -0.721
H 4.321530 -3.552042 1.730648 0.047 0.776 0.308
H 4.305860 -3.365654 -0.012791 -0.529 0.381 -0.322
H 3.294800 -1.394148 1.346206 -0.234 0.256 0.016
H 2.147864 -2.538509 2.019995 -1.002 -0.983 0.928
C -3.524047 2.622465 -0.698823 -0.346 0.668 0.187
C -2.045518 2.453801 -0.675916 -1.395 0.820 -0.079
C -1.542572 1.971823 0.675706 0.211 -0.165 -1.900
O -0.847425 0.797164 0.217840 1.561 -1.945 0.991
C -0.942304 0.507518 -1.068975 0.107 2.033 -0.559
O -0.297833 -0.376188 -1.650138 -0.909 0.658 0.695
O -1.714434 1.449643 -1.675799 1.428 -1.447 0.658
H -3.884235 3.012537 -1.650777 -0.084 -0.353 0.018
H -3.764878 3.376067 0.050972 -0.181 0.048 0.099
H -3.984976 1.684881 -0.388054 -0.258 0.047 -0.306
H -1.517263 3.392154 -0.844834 -0.041 -0.200 -0.955
H -2.284195 1.670576 1.415533 0.149 0.202 -0.075
H -0.860796 2.780417 0.939268 0.268 -0.800 1.078

=====

18
Properties=species:S:1:pos:R:3:forces:R:3 method="wB97M-V/def2-TZVPD" spin_multiplicity=2 charge=-1 total_energy_ha=-289.878802 homo_ev="0.05 / -3.14" molar_mass_g_mol=97.2
C 0.041315 1.760878 -1.121506 -0.252 0.830 0.584
C -1.037206 0.721906 -0.901564 -0.893 -0.284 -0.146
C -0.997081 -0.013795 0.450382 0.689 -0.150 -0.620
C 0.430678 -0.443005 0.758891 1.110 -0.522 0.044
C 0.969879 -0.011549 1.925785 -0.807 1.179 -0.037
C 0.868713 -2.517012 -0.245494 0.341 -0.948 -0.868
N 1.145173 -1.202537 -0.171964 -0.492 0.753 1.343
H -0.033039 2.521136 -0.327928 -0.016 -0.146 0.029
H 1.067907 1.407479 -1.067357 -0.071 -0.317 -0.371
H -0.199761 2.317826 -2.030566 0.441 -0.163 -0.248
H -1.986356 1.262121 -1.006511 -0.182 -0.014 0.247
H -1.102172 -0.003568 -1.719200 0.534 -0.059 0.089
H -1.372536 0.603358 1.264752 -0.055 0.141 0.021
H -1.598159 -0.927106 0.415887 -0.175 0.086 -0.119
H 1.916850 -0.216473 2.400297 0.307 -0.398 -0.584
H 0.437927 0.825524 2.386123 -0.088 -0.298 0.380
H 1.564330 -3.089675 -0.872020 -0.291 0.018 -0.008
H -0.116461 -2.995507 -0.138005 -0.102 0.293 0.266